The following is a quantum chemistry calculation of a molecular structure, C5H8N2O in a non-equilibrium geometry, from the Open Molecules 2025 dataset.

Properties
highest occupied orbital energy	-9.7	eV
energy above the lowest of the compared OMol25 structures with the same formula, charge and spin	931.82	kJ/mol
Kohn-Sham gap	10.42	eV

```
! RIJCOSX wB97M-V def2-TZVPD def2/J DEFGRID3
* xyz 0 1
C -0.21 -0.41 0.32
C 1.23 -0.60 0.59
C 0.15 1.38 -1.27
C -0.39 -0.05 -1.02
C -1.29 -1.26 -0.40
H -0.57 1.74 1.29
H -0.78 0.20 2.30
H 1.70 -1.80 0.55
H 1.13 -0.09 1.72
H -0.70 2.12 -1.36
H 0.61 -0.49 -1.45
H -2.19 -1.05 -0.09
H -1.29 -2.11 -1.07
N -0.92 0.50 1.25
N 1.39 1.63 -0.86
O 2.11 0.29 -0.50
*
```